(1)
Here is a molecular structure, C32H36Cl3KN5O9P2 at a distorted geometry from the OMol25 dataset. Energies are from ωB97M-V/def2-TZVPD.

As for the energy above the lowest of the compared OMol25 structures with the same formula, charge and spin: 13.8 kcal per mole. For the highest occupied orbital energy, the calculation gives -6.049 eV. The total energy comes out at -132113.469 eV. As for the total charge: -1.

Last column: Mulliken charge in e.
Atoms and positions in Å:
K 1.696 0.489 -0.419  1.849
C 3.975 1.082 2.147  -0.369
C 3.743 2.364 1.640  -0.512
C 4.199 2.696 0.373  -0.125
C 4.874 1.751 -0.400  -0.477
C 5.102 0.480 0.103  -0.405
C 4.659 0.147 1.382  -0.220
H 3.630 0.825 3.141  0.361
H 3.203 3.093 2.233  0.378
H 4.011 3.683 -0.031  0.400
H 5.186 2.005 -1.405  0.313
H 5.607 -0.262 -0.501  0.294
H 4.839 -0.846 1.770  0.395
C -2.612 1.780 0.489  -1.698
P -1.619 0.369 -0.141  1.252
C -2.345 -0.977 0.962  -0.849
N -3.639 -1.103 1.024  -0.009
C -4.157 -2.110 1.786  0.064
C -5.565 -2.287 1.847  -0.533
C -6.089 -3.303 2.587  -0.504
C -5.231 -4.189 3.303  -0.536
C -3.881 -4.025 3.255  -0.401
C -3.321 -2.969 2.488  0.193
N -1.966 -2.800 2.481  -0.013
C -1.465 -1.843 1.754  -0.521
P 0.411 -1.519 1.793  1.097
C 0.400 -0.454 3.301  -1.500
C 1.156 -3.103 2.411  2.075
C 2.672 -2.854 2.330  -1.695
C 0.802 -4.220 1.430  -1.955
C 0.807 -3.511 3.842  -1.894
C -2.400 0.035 -1.796  1.981
C -1.589 0.901 -2.776  -1.821
C -2.216 -1.445 -2.137  -1.953
C -3.876 0.409 -1.919  -1.895
H -3.657 1.507 0.641  0.410
H -2.566 2.600 -0.233  0.324
H -2.183 2.157 1.418  0.364
H -6.185 -1.598 1.287  0.457
H -7.161 -3.440 2.631  0.378
H -5.658 -4.993 3.888  0.385
H -3.199 -4.675 3.789  0.433
H -0.180 -0.873 4.124  0.427
H -0.006 0.527 3.042  0.265
H 1.424 -0.290 3.640  0.354
H 2.993 -2.601 1.318  0.137
H 3.182 -3.770 2.650  0.617
H 2.992 -2.056 3.009  0.314
H 0.987 -3.933 0.392  0.248
H -0.238 -4.535 1.529  0.328
H 1.442 -5.084 1.642  0.526
H 1.181 -2.783 4.566  0.339
H 1.301 -4.465 4.065  0.563
H -0.262 -3.630 3.998  0.153
H -0.544 0.595 -2.836  0.157
H -1.632 1.961 -2.501  0.311
H -2.032 0.811 -3.774  0.608
H -1.185 -1.781 -2.020  0.226
H -2.487 -1.603 -3.187  0.534
H -2.876 -2.067 -1.526  0.358
H -4.030 1.488 -1.852  0.322
H -4.502 -0.066 -1.162  0.205
H -4.228 0.092 -2.907  0.549
Cl 4.368 -3.190 -2.598  -0.180
C 2.660 -2.764 -2.889  0.672
Cl 2.499 -2.162 -4.557  -0.164
Cl 1.660 -4.261 -2.707  -0.198
C 2.092 -1.705 -1.846  -0.463
O 1.049 -1.129 -2.200  -0.246
O 2.748 -1.612 -0.796  -0.166
O -1.642 7.139 -2.699  -0.652
N -0.818 6.674 -3.465  1.059
O -0.630 7.077 -4.598  -0.662
C -0.020 5.527 -3.006  -0.861
C 0.905 4.952 -3.872  -0.639
C 1.659 3.910 -3.428  -0.326
C 1.527 3.277 -2.132  0.835
O 2.177 2.296 -1.758  -0.512
C 0.549 3.980 -1.312  -0.007
C -0.187 5.068 -1.721  -0.382
N 0.299 3.560 0.101  0.946
O 0.640 2.436 0.419  -0.578
O -0.256 4.338 0.849  -0.681
N 2.689 3.415 -4.376  1.032
O 3.768 3.119 -3.913  -0.542
O 2.412 3.412 -5.560  -0.633
H 1.042 5.327 -4.875  0.611
H -0.882 5.536 -1.041  0.679



(2)
Here is a single C13H18Si molecule at a distorted geometry from the OMol25 dataset. Energies are from ωB97M-V/def2-TZVPD.

As for the energy above the lowest of the compared OMol25 structures with the same formula, charge and spin: 69.2 kcal per mole. For the highest occupied orbital energy, the calculation gives -8.210 eV. The total energy comes out at -21647.252 eV. Its SMILES is Cc1ccc(C2([Si](C)(C)C)C=C2)cc1.

Last column: natural (NBO) charge in e.
Atoms and positions in Å:
C 4.853 -0.032 0.309  -0.629
C 3.387 0.176 0.254  -0.038
C 2.714 1.004 1.239  -0.201
C 1.389 1.325 1.022  -0.214
C 0.655 0.708 0.015  -0.026
C -0.716 1.139 -0.175  -0.522
Si -1.984 -0.282 -0.083  1.583
C -3.330 0.553 0.908  -1.127
C -1.250 -1.714 1.048  -1.121
C -2.456 -0.669 -1.992  -1.072
C -1.146 2.525 0.184  -0.176
C -0.866 2.367 -1.065  -0.163
C 1.245 -0.192 -0.857  -0.218
C 2.621 -0.348 -0.742  -0.190
H 5.387 0.417 -0.478  0.216
H 5.099 0.491 1.281  0.215
H 5.214 -1.069 0.261  0.219
H 3.232 1.720 1.892  0.207
H 1.017 2.014 1.746  0.206
H -4.207 0.006 1.088  0.236
H -2.978 0.851 1.913  0.242
H -3.736 1.502 0.510  0.242
H -0.223 -1.617 1.517  0.256
H -1.800 -2.064 2.004  0.244
H -1.100 -2.614 0.461  0.233
H -3.497 -1.004 -2.067  0.231
H -2.643 0.347 -2.380  0.231
H -1.838 -1.295 -2.676  0.244
H -1.432 3.038 1.135  0.238
H -0.906 2.650 -2.180  0.244
H 0.634 -0.788 -1.473  0.212
H 3.211 -0.875 -1.517  0.199



(3)
Here is 2 unconnected molecules or ions with the total composition C5H10O from the OMol25 dataset. Energies are from ωB97M-V/def2-TZVPD.

As for the energy above the lowest of the compared OMol25 structures with the same formula, charge and spin: 106.7 kcal per mole. For the highest occupied orbital energy, the calculation gives -8.598 eV. The total energy comes out at -7390.139 eV.

Last column: natural (NBO) charge in e.
Atoms and positions in Å:
C -2.117 -1.425 0.318  -0.277
O -1.665 -0.397 1.222  -0.489
C -1.172 0.730 0.798  0.128
C 1.723 1.931 -0.242  -0.381
C 1.320 0.804 -0.817  -0.198
C 1.270 -0.487 -0.040  -0.668
H -2.659 -2.152 0.923  0.202
H -1.254 -1.903 -0.154  0.194
H -2.769 -0.987 -0.440  0.192
H -1.190 0.703 -0.331  0.049
H 2.054 1.919 0.796  0.192
H 1.732 2.890 -0.750  0.200
H 0.963 0.808 -1.848  0.197
H 0.817 -1.308 -0.604  0.203
H 0.688 -0.320 0.873  0.226
H 2.259 -0.807 0.295  0.229



(4)
Here is a molecular structure, C30H42GdN8O7S2 at a distorted geometry from the OMol25 dataset. Energies are from ωB97M-V/def2-TZVPD.

The expectation value of S² is 15.859. As for the energy above the lowest of the compared OMol25 structures with the same formula, charge and spin: 0.0 kcal per mole. For the highest occupied orbital energy (spin up / spin down), the calculation gives -16.136 / -16.149 eV. As for the spin multiplicity: 8. The total energy comes out at -100525.312 eV. As for the total charge: +3.

Last column: Löwdin spin population.
Atoms and positions in Å:
Gd 1.324 -0.033 -0.936  7.134
C 4.452 -3.953 -0.006  0.000
O 5.018 -2.604 -0.289  0.000
C 4.197 -1.696 -0.677  0.001
O 2.963 -1.817 -0.759  -0.003
N 4.794 -0.547 -1.104  -0.001
N 3.983 0.506 -1.551  -0.006
H 5.214 -4.497 0.559  0.000
H 4.138 -4.433 -0.939  0.000
H 3.525 -3.935 0.516  0.000
H 5.733 -0.301 -0.836  0.000
H 4.097 0.551 -2.547  0.000
H 4.419 1.380 -1.186  0.000
N 2.794 0.839 1.144  -0.013
C 2.464 0.433 2.511  0.000
C 2.837 -0.864 2.920  -0.001
C 2.520 -1.334 4.189  0.000
C 1.934 -0.434 5.102  -0.002
C 1.653 0.850 4.712  0.000
C 1.843 1.320 3.386  -0.002
H 2.750 1.840 1.116  0.000
H 3.833 0.635 0.944  0.000
H 3.471 -1.529 2.404  0.000
H 2.940 -2.265 4.594  0.000
H 1.888 -0.749 6.104  0.000
H 1.298 1.490 5.502  0.000
H 1.608 2.339 3.068  0.000
O 0.213 1.834 -0.981  -0.036
S -0.117 2.813 0.237  0.000
C 0.942 4.187 -0.002  0.000
C 1.453 4.903 1.120  0.000
C 2.350 5.913 0.891  0.000
C 2.684 6.346 -0.384  0.000
C 2.281 5.567 -1.463  0.000
C 1.375 4.553 -1.324  0.000
C -1.755 3.313 -0.066  -0.002
C -2.162 4.183 -1.091  -0.001
C -3.493 4.507 -1.286  0.000
C -4.463 3.867 -0.434  -0.001
C -4.047 3.031 0.556  0.000
C -2.731 2.700 0.734  -0.001
H 1.074 4.680 2.105  0.000
H 2.772 6.407 1.736  0.000
H 3.326 7.169 -0.517  0.000
H 2.631 5.859 -2.475  0.000
H 0.946 3.995 -2.207  0.000
H -1.407 4.637 -1.694  0.000
H -3.812 5.181 -2.085  0.000
H -5.522 4.120 -0.607  0.000
H -4.765 2.681 1.318  0.000
H -2.388 2.170 1.618  0.000
C -5.720 -2.788 2.285  0.000
C -4.186 -2.883 2.531  0.000
S -3.227 -2.711 1.085  0.000
O -3.362 -1.333 0.604  0.000
O -1.880 -3.155 1.386  0.000
C -3.989 -3.900 -0.071  0.000
C -3.386 -3.754 -1.540  0.000
N -1.994 -3.294 -1.490  -0.001
C -1.483 -2.078 -1.837  -0.001
N -0.185 -2.033 -1.580  -0.023
C 0.183 -3.240 -1.084  -0.001
C -0.896 -4.047 -1.070  0.000
N -0.900 -5.379 -0.446  0.000
O 0.147 -5.819 -0.089  0.000
O -1.998 -5.929 -0.499  0.000
C -2.218 -0.909 -2.350  0.000
H -6.243 -2.531 3.200  0.000
H -6.091 -3.764 1.931  0.000
H -5.944 -2.040 1.495  0.000
H -3.981 -3.857 2.961  0.000
H -3.897 -2.024 3.172  0.000
H -5.030 -3.631 0.027  0.000
H -3.746 -4.955 0.331  0.000
H -3.926 -3.032 -2.135  0.000
H -3.498 -4.669 -2.045  0.000
H 1.210 -3.337 -0.819  0.000
H -2.549 -1.186 -3.402  0.000
H -1.615 0.019 -2.313  0.000
H -3.069 -0.728 -1.733  0.000
N -0.127 -0.626 0.932  -0.035
H -1.045 -0.336 0.645  0.000
H 0.086 -0.438 1.900  0.000
H -0.119 -1.622 0.915  0.001
C 2.000 1.198 -5.894  0.000
C 1.832 0.738 -4.548  0.001
N 1.673 0.433 -3.438  -0.006
H 1.090 0.951 -6.445  0.000
H 2.816 0.605 -6.387  0.000
H 2.192 2.279 -5.824  0.000



(5)
Here is 2 unconnected molecules or ions with the total composition C16H9F3N3O6S at a distorted geometry from the OMol25 dataset. Energies are from ωB97M-V/def2-TZVPD.

As for the energy above the lowest of the compared OMol25 structures with the same formula, charge and spin: 0.0 kcal per mole. For the highest occupied orbital energy, the calculation gives -4.324 eV. The total energy comes out at -52476.952 eV. As for the total charge: -1.

Last column: natural (NBO) charge in e.
Atoms and positions in Å:
C -0.402 1.435 -0.540  -0.296
N -0.915 2.721 -0.489  0.433
O -2.169 2.893 -0.376  -0.507
O -0.089 3.676 -0.351  -0.512
C 0.769 1.202 -1.305  0.113
C 1.536 2.273 -1.878  -0.280
C 2.593 2.037 -2.746  -0.147
C 2.991 0.709 -3.024  -0.066
N 4.072 0.475 -3.909  0.507
O 4.423 -0.708 -4.127  -0.439
O 4.647 1.461 -4.433  -0.435
C 2.305 -0.362 -2.396  -0.150
C 1.178 -0.127 -1.616  -0.285
H -1.061 0.582 -0.429  0.191
H 1.311 3.296 -1.606  0.260
H 3.138 2.872 -3.158  0.232
H 2.686 -1.372 -2.542  0.230
H 0.609 -0.964 -1.205  0.202
F -1.613 3.197 4.340  -0.332
C -1.482 1.983 3.737  0.797
F -0.385 1.367 4.226  -0.327
F -2.580 1.232 4.013  -0.332
S -1.323 2.234 1.958  0.521
N -1.365 0.446 1.768  -0.630
C -2.546 -0.271 1.469  0.665
O -3.665 0.186 1.352  -0.519
C -2.055 -1.686 1.344  -0.056
C -0.666 -1.687 1.449  -0.150
C 0.079 -2.819 1.155  -0.166
C -0.625 -3.966 0.764  -0.201
C -2.041 -3.991 0.736  -0.201
C -2.771 -2.822 0.989  -0.199
C -0.186 -0.308 1.763  0.688
O 0.942 0.104 1.956  -0.518
H 1.163 -2.764 1.221  0.239
H -0.071 -4.869 0.494  0.217
H -2.573 -4.907 0.463  0.217
H -3.863 -2.759 0.934  0.235



(6)
Here is 2 unconnected molecules or ions with the total composition CH6O at a distorted geometry from the OMol25 dataset. Energies are from ωB97M-V/def2-TZVPD.

As for the energy above the lowest of the compared OMol25 structures with the same formula, charge and spin: 0.3 kcal per mole. For the highest occupied orbital energy, the calculation gives -11.614 eV. The total energy comes out at -3181.664 eV. Its SMILES is C.O.

Last column: natural (NBO) charge in e.
Atoms and positions in Å:
C 0.000 0.000 0.000  -0.858
H 0.468 0.947 0.309  0.211
H 0.110 -0.127 -1.087  0.215
H 0.490 -0.838 0.518  0.219
H -1.069 0.017 0.260  0.212
O -0.444 0.315 -3.508  -0.942
H -0.760 0.798 -4.304  0.472
H -0.643 0.919 -2.756  0.471